Run a
{
  "formula": "CH4NO",
  "method": "ωB97M-V/def2-TZVPD",
  "elements": ["N", "C", "O", "H", "H", "H", "H"],
  "positions_angstrom": [[-0.47, 0.89, 0.56], [0.01, -0.63, -0.28], [1.00, -0.52, -1.17], [-0.28, 1.33, -0.31], [0.41, 1.12, 1.17], [-0.92, -1.06, -0.65], [0.26, -1.14, 0.68]],
  "lowdin_charge": [-0.120, -0.519, -0.372, -0.079, 0.012, 0.041, 0.037],
  "homo_energy_ev": -2.6,
  "total_charge": -1,
  "smiles": "NC[O-]",
  "homo_lumo_gap_ev": 7.84
}

---

Run b
{
  "formula": "CH4NO",
  "method": "ωB97M-V/def2-TZVPD",
  "elements": ["C", "N", "O", "H", "H", "H", "H"],
  "positions_angstrom": [[0.38, 0.39, -0.17], [-0.84, -0.08, 0.47], [-1.54, -0.64, -0.46], [1.15, -0.47, -0.56], [0.19, 1.02, -1.15], [0.98, 0.95, 0.42], [-0.31, -1.17, 1.45]],
  "lowdin_charge": [-0.322, -0.414, -0.422, 0.075, 0.082, -0.025, 0.027],
  "homo_energy_ev": [-1.3, -1.3],
  "total_charge": -1,
  "homo_lumo_gap_ev": [6.28, 6.29]
}

---

Run c
{
  "formula": "CH4NO",
  "method": "ωB97M-V/def2-TZVPD",
  "elements": ["O", "H", "C", "N", "H", "H", "H"],
  "positions_angstrom": [[2.10, -1.41, 0.12], [1.98, -0.76, 0.81], [-1.17, 0.58, -0.24], [-0.28, 0.15, 0.55], [-2.19, 0.75, 0.12], [-0.98, 0.76, -1.31], [0.54, -0.07, -0.05]],
  "lowdin_charge": [-0.653, -0.220, -0.209, 0.008, 0.027, 0.050, -0.003],
  "homo_energy_ev": -2.3,
  "total_charge": -1,
  "homo_lumo_gap_ev": 6.47
}

---

Energetically preferred structure: run a | next structure: +7.7 kcal/mol

---

Run a
{
  "formula": "C3H5N2O2",
  "method": "ωB97M-V/def2-TZVPD",
  "elements": ["C", "C", "C", "N", "N", "O", "O", "H", "H", "H", "H", "H"],
  "positions_angstrom": [[-0.80, -1.51, 0.00], [1.39, -0.39, -0.11], [1.24, 1.07, 0.08], [0.49, -1.31, -0.09], [-2.06, 0.57, -0.33], [-3.04, 1.20, 0.09], [-1.92, -0.74, 0.27], [-1.13, -2.53, 0.16], [2.26, -0.71, -0.44], [1.34, 1.47, 1.09], [0.21, 1.28, -0.22], [2.01, 1.60, -0.47]],
  "lowdin_charge": [-0.294, -0.279, -0.126, -0.008, -0.182, -0.199, -0.133, 0.073, 0.010, 0.053, 0.038, 0.046],
  "homo_energy_ev": [-1.4, -2.2],
  "total_charge": -1,
  "homo_lumo_gap_ev": [5.60, 6.59]
}

---

Run b
{
  "formula": "C3H5N2O2",
  "method": "ωB97M-V/def2-TZVPD",
  "elements": ["C", "C", "C", "N", "N", "O", "O", "H", "H", "H", "H", "H"],
  "positions_angstrom": [[-1.93, 0.44, 0.19], [0.80, -0.35, -0.75], [-0.14, 0.80, -0.61], [0.92, 0.64, 0.39], [-1.63, -0.09, 1.33], [2.06, 1.29, 0.54], [-2.79, 0.86, -0.59], [0.63, -1.31, -0.42], [1.54, -0.30, -1.41], [-0.08, 1.69, -1.23], [0.52, 0.40, 1.27], [-2.40, -0.67, 1.73]],
  "lowdin_charge": [-0.550, -0.062, -0.089, -0.300, 0.016, -0.290, -0.074, 0.066, 0.055, 0.099, 0.107, 0.024],
  "homo_energy_ev": -3.4,
  "total_charge": -1,
  "homo_lumo_gap_ev": 7.64
}

---

Energetically preferred structure: run b | next structure: +25.7 kcal/mol

---

Run a
{
  "formula": "C3H6P2",
  "method": "ωB97M-V/def2-TZVPD",
  "elements": ["C", "C", "C", "P", "P", "H", "H", "H", "H", "H", "H"],
  "positions_angstrom": [[2.34, 0.11, -0.17], [-0.15, -0.08, 0.22], [-1.66, -0.08, -0.10], [1.16, -1.35, 0.04], [1.01, 1.43, 0.04], [3.01, 0.15, 0.70], [2.57, 0.15, -1.20], [0.01, 0.05, 1.40], [-2.09, 0.80, 0.25], [-2.26, -1.04, 0.13], [-1.86, -0.17, -1.22]],
  "lowdin_charge": [-0.702, -0.914, -0.192, 0.764, 0.773, 0.011, -0.011, 0.070, 0.025, 0.092, 0.083],
  "homo_energy_ev": [-7.8, -7.9],
  "homo_lumo_gap_ev": [7.20, 7.31]
}

---

Run b
{
  "formula": "C3H6P2",
  "method": "ωB97M-V/def2-TZVPD",
  "elements": ["C", "C", "C", "P", "P", "H", "H", "H", "H", "H", "H"],
  "positions_angstrom": [[0.16, -0.36, -0.22], [-2.17, 0.33, -0.05], [1.59, -0.76, -0.33], [-1.24, -1.30, -0.11], [-0.42, 1.38, -0.25], [-2.82, 0.50, -0.91], [-2.68, 0.54, 0.88], [2.02, -0.86, 0.67], [2.16, -0.01, -0.88], [1.70, -1.73, -0.83], [-0.28, 1.62, 1.13]],
  "lowdin_charge": [-0.903, -0.603, -0.209, 0.826, 0.801, -0.006, 0.001, 0.071, 0.060, 0.062, -0.100],
  "homo_energy_ev": -8.5,
  "homo_lumo_gap_ev": 8.80
}

---

Energetically preferred structure: run b | next structure: +47.6 kcal/mol

---

Run a
{
  "formula": "C2H12N4",
  "method": "ωB97M-V/def2-TZVPD",
  "elements": ["N", "C", "N", "H", "H", "H", "H", "H", "H", "N", "C", "N", "H", "H", "H", "H", "H", "H"],
  "positions_angstrom": [[3.71, 1.63, -1.79], [2.52, 2.05, -1.07], [1.64, 0.99, -0.64], [4.44, 1.29, -1.18], [3.48, 0.84, -2.38], [2.82, 2.63, -0.20], [2.00, 2.81, -1.68], [0.85, 0.82, -1.24], [1.37, 0.93, 0.33], [-2.53, -1.13, -0.07], [-2.30, -1.05, 1.40], [-2.36, -2.30, 2.13], [-3.42, -0.70, -0.27], [-2.71, -2.09, -0.35], [-1.28, -0.70, 1.50], [-3.01, -0.33, 1.80], [-3.31, -2.66, 2.15], [-1.91, -3.05, 1.58]],
  "lowdin_charge": [-0.022, -0.395, -0.005, 0.054, 0.056, 0.102, 0.101, 0.055, 0.050, -0.025, -0.363, -0.019, 0.048, 0.048, 0.085, 0.104, 0.057, 0.067],
  "homo_energy_ev": -9.0,
  "smiles": "NCN.NCN",
  "homo_lumo_gap_ev": 9.96
}

---

Run b
{
  "formula": "C2H12N4",
  "method": "ωB97M-V/def2-TZVPD",
  "elements": ["N", "C", "N", "H", "H", "H", "H", "H", "H", "N", "C", "N", "H", "H", "H", "H", "H", "H"],
  "positions_angstrom": [[1.68, 1.01, -0.35], [2.41, -0.15, -0.78], [2.19, -1.37, 0.00], [2.24, 1.85, -0.42], [1.15, 0.93, 0.50], [2.16, -0.43, -1.77], [3.47, 0.06, -0.89], [1.25, -1.69, -0.21], [2.09, -1.07, 0.98], [-2.96, 0.34, -0.53], [-1.68, 0.11, 0.02], [-1.75, 0.13, 1.51], [-3.10, 1.05, -1.21], [-3.72, -0.16, -0.11], [-1.25, -0.87, -0.22], [-1.02, 0.92, -0.29], [-0.86, -0.01, 1.96], [-2.30, -0.67, 1.82]],
  "lowdin_charge": [0.004, -0.377, 0.000, 0.062, 0.041, 0.083, 0.097, 0.049, 0.058, 0.003, -0.390, -0.021, 0.062, 0.063, 0.088, 0.088, 0.038, 0.052],
  "homo_energy_ev": -8.8,
  "smiles": "NCN.NCN",
  "homo_lumo_gap_ev": 9.74
}

---

Energetically preferred structure: run a | next structure: +7.8 kcal/mol

---

Run a
{
  "formula": "C6H8NO",
  "method": "ωB97M-V/def2-TZVPD",
  "elements": ["C", "C", "C", "C", "C", "C", "N", "O", "H", "H", "H", "H", "H", "H", "H", "H"],
  "positions_angstrom": [[-0.62, -1.44, 0.20], [-0.10, -0.58, 1.30], [-0.85, 0.07, 0.13], [1.35, -0.37, 1.54], [-0.05, 0.76, -0.79], [-0.51, 1.65, -1.81], [2.28, -0.66, 0.74], [2.94, -1.10, -0.13], [0.02, -1.92, -0.53], [-1.49, -2.02, 0.35], [-0.84, -0.71, 2.11], [-1.81, 0.56, 0.58], [1.54, 0.12, 2.44], [0.25, 1.52, -2.63], [-0.48, 2.74, -1.68], [-1.63, 1.38, -1.82]],
  "lowdin_charge": [0.007, -0.167, -0.212, -0.069, 0.203, -0.013, -0.055, 0.128, 0.138, 0.119, 0.168, 0.212, 0.115, 0.139, 0.132, 0.154],
  "homo_energy_ev": [-12.5, -13.6],
  "total_charge": 1,
  "homo_lumo_gap_ev": [5.78, 7.09]
}

---

Run b
{
  "formula": "C6H8NO",
  "method": "ωB97M-V/def2-TZVPD",
  "elements": ["C", "C", "C", "C", "C", "C", "N", "O", "H", "H", "H", "H", "H", "H", "H", "H"],
  "positions_angstrom": [[-0.56, 1.50, -1.20], [-1.37, 1.35, -0.03], [0.08, 0.42, -1.62], [-1.07, 0.42, 0.90], [1.11, -0.26, 1.69], [0.27, -1.14, -0.37], [0.20, -0.35, 0.81], [1.41, -1.77, -0.52], [-0.61, 2.47, -1.74], [-2.39, 1.74, 0.11], [0.72, 0.32, -2.39], [-1.62, 0.10, 1.84], [2.09, -0.71, 1.60], [0.76, 0.35, 2.59], [-0.54, -1.81, -0.58], [1.51, -2.62, -1.08]],
  "lowdin_charge": [-0.110, -0.045, 0.149, -0.031, 0.220, -0.258, -0.090, 0.050, 0.133, 0.136, 0.050, 0.156, 0.125, 0.157, 0.161, 0.199],
  "homo_energy_ev": -13.7,
  "total_charge": 1,
  "homo_lumo_gap_ev": 8.85
}

---

Energetically preferred structure: run b | next structure: +108.3 kcal/mol

---

Run a
{
  "formula": "C2H6N4O2",
  "method": "ωB97M-V/def2-TZVPD",
  "elements": ["N", "C", "O", "N", "C", "N", "N", "O", "H", "H", "H", "H", "H", "H"],
  "positions_angstrom": [[1.05, -0.08, 2.48], [0.29, -0.55, 1.43], [-0.19, -1.67, 1.49], [-0.07, 0.50, 0.58], [-0.23, 0.29, -0.76], [-0.60, 1.36, -1.52], [-0.08, -0.92, -1.21], [-0.57, -1.03, -2.53], [1.81, 0.53, 2.23], [1.31, -0.83, 3.12], [0.09, 1.44, 0.88], [-1.32, 1.94, -1.11], [-0.88, 1.02, -2.43], [-0.61, -2.00, -2.64]],
  "lowdin_charge": [0.140, -0.572, 0.065, 0.133, -0.487, 0.144, 0.033, -0.096, 0.096, 0.109, 0.141, 0.102, 0.089, 0.102],
  "homo_energy_ev": -8.4,
  "smiles": "NC(=O)N/C(N)=N/O",
  "homo_lumo_gap_ev": 9.07
}

---

Run b
{
  "formula": "C2H6N4O2",
  "method": "ωB97M-V/def2-TZVPD",
  "elements": ["H", "N", "C", "N", "O", "C", "N", "H", "N", "O", "H", "H", "H", "H"],
  "positions_angstrom": [[1.01, 1.65, -1.11], [1.78, 1.14, -0.61], [1.43, -0.03, -0.21], [2.29, -0.91, 0.42], [0.18, -0.55, -0.58], [-0.92, 0.21, -0.15], [-0.99, 1.28, 0.49], [-0.12, 1.70, 0.73], [-2.00, -0.47, -0.61], [-3.27, -0.24, 0.05], [3.25, -0.61, 0.41], [2.09, -1.75, 0.90], [-1.77, -1.48, -0.68], [-2.98, 0.07, 0.95]],
  "lowdin_charge": [0.080, 0.122, -0.512, 0.158, 0.039, -0.518, 0.176, 0.038, 0.012, -0.032, 0.099, 0.092, 0.150, 0.096],
  "homo_energy_ev": -9.8,
  "smiles": "[H]/N=C(/N)O/C(=N\\[H])NO",
  "homo_lumo_gap_ev": 10.34
}

---

Energetically preferred structure: run a | next structure: +28.0 kcal/mol